(1)
{
  "formula": "C36H27N5SiTi",
  "method": "wB97M-V/def2-TZVPD",
  "elements": ["Ti", "C", "C", "C", "C", "N", "C", "N", "C", "N", "C", "N", "C", "C", "C", "C", "C", "N", "C", "C", "C", "C", "C", "C", "H", "H", "H", "H", "H", "H", "H", "H", "H", "H", "H", "H", "C", "C", "C", "C", "C", "C", "Si", "C", "C", "C", "C", "C", "C", "C", "C", "C", "C", "C", "C", "H", "H", "H", "H", "H", "H", "H", "H", "H", "H", "H", "H", "H", "H", "H"],
  "xyz": [[1.833617, -0.970927, 0.717286], [4.181062, -2.873896, -2.038594], [4.626884, -1.927821, -2.984580], [4.274104, -0.612944, -2.867382], [3.460021, -0.173993, -1.796957], [3.038851, -1.106897, -0.890100], [3.397626, -2.420044, -1.029437], [3.139273, 1.131234, -1.727698], [2.387718, 1.631436, -0.776120], [1.818771, 0.970304, 0.292522], [1.123145, 1.892810, 1.044141], [0.274256, 1.422027, 2.047703], [0.572297, 0.221793, 2.615290], [-0.680541, -0.510098, 2.992483], [-0.419737, -1.980588, 3.115010], [0.812047, -2.492195, 3.009857], [1.985357, -1.662551, 2.714235], [1.784962, -0.271518, 2.605132], [1.203128, 3.179311, 0.466445], [0.663111, 4.425810, 0.806294], [0.946853, 5.491535, -0.021764], [1.751523, 5.340444, -1.163289], [2.291515, 4.111920, -1.503166], [2.006127, 3.031251, -0.682673], [4.443359, -3.918736, -2.109327], [5.250361, -2.249495, -3.808928], [4.600790, 0.136681, -3.573174], [3.027894, -3.104294, -0.262764], [-1.116890, -0.102724, 3.911019], [-1.269504, -2.624120, 3.310552], [0.962204, -3.558644, 3.128385], [2.942824, -1.939877, 3.134345], [0.049912, 4.552601, 1.689715], [0.544294, 6.469064, 0.211416], [1.950147, 6.203846, -1.784282], [2.913687, 3.985719, -2.379442], [-2.692215, -5.056204, -0.691119], [-1.482998, -4.999728, -0.013408], [-0.909662, -3.768753, 0.273673], [-1.521197, -2.574744, -0.117239], [-2.734495, -2.653807, -0.809620], [-3.318526, -3.882022, -1.087930], [-0.756097, -0.887438, 0.197650], [-1.555153, -0.042322, 1.772618], [-3.016835, -0.307710, 1.993088], [-3.775910, 0.582222, 2.634148], [-3.199472, 1.831982, 3.156302], [-1.980345, 2.234379, 2.806672], [-1.205285, 1.462958, 1.777880], [-1.133572, 0.230071, -1.264550], [-2.293593, 1.013191, -1.300451], [-2.570280, 1.832017, -2.387250], [-1.691202, 1.881047, -3.461702], [-0.545346, 1.099359, -3.453078], [-0.275801, 0.280120, -2.365144], [-3.144919, -6.013899, -0.912722], [-0.990330, -5.913530, 0.294600], [0.022914, -3.743337, 0.828542], [-3.222436, -1.747548, -1.153087], [-4.258411, -3.922971, -1.623635], [-3.424014, -1.261373, 1.673337], [-4.822010, 0.376147, 2.821923], [-3.788973, 2.424364, 3.845108], [-1.550445, 3.152465, 3.191841], [-1.329568, 1.932843, 0.801115], [-2.989054, 0.995648, -0.465703], [-3.470821, 2.433085, -2.394034], [-1.903547, 2.523577, -4.306572], [0.140339, 1.127921, -4.290934], [0.618219, -0.334436, -2.382441]],
  "forces_ev_per_a": [[0.04, -0.25, 0.10], [0.01, -0.02, -0.07], [0.02, 0.09, -0.06], [0.07, -0.06, -0.05], [-0.11, -0.03, 0.17], [0.11, -0.06, -0.19], [-0.05, 0.24, 0.11], [0.03, -0.12, -0.02], [-0.07, -0.03, 0.01], [0.01, 0.28, -0.05], [0.02, -0.01, -0.01], [0.05, -0.04, 0.00], [-0.02, 0.03, 0.02], [-0.02, -0.05, -0.02], [0.00, 0.06, 0.02], [-0.02, 0.07, 0.02], [-0.09, 0.04, 0.02], [-0.08, -0.02, -0.04], [0.01, -0.05, -0.01], [-0.02, 0.00, 0.01], [-0.02, 0.00, 0.02], [0.02, -0.02, -0.02], [0.01, 0.02, -0.03], [0.03, -0.02, 0.00], [-0.01, 0.01, 0.00], [-0.01, 0.03, 0.02], [0.00, -0.02, -0.01], [-0.02, -0.01, 0.02], [-0.01, 0.00, 0.03], [0.02, 0.02, -0.01], [0.03, 0.00, -0.01], [0.05, -0.01, 0.02], [0.02, 0.00, -0.02], [0.01, -0.02, 0.00], [0.00, -0.01, 0.01], [-0.02, 0.01, 0.01], [-0.02, 0.02, -0.01], [0.02, 0.01, 0.02], [-0.05, -0.02, -0.05], [0.04, 0.01, 0.05], [0.02, -0.04, -0.03], [0.02, 0.01, 0.01], [-0.11, 0.04, -0.02], [0.01, -0.04, 0.00], [0.05, -0.02, 0.01], [0.03, 0.09, 0.04], [-0.11, -0.09, -0.01], [0.06, 0.03, -0.02], [0.00, -0.03, 0.09], [-0.02, -0.05, 0.04], [0.04, 0.05, -0.04], [0.01, -0.02, 0.00], [-0.04, 0.00, 0.02], [0.03, -0.04, 0.02], [-0.04, 0.06, -0.01], [0.00, 0.01, 0.00], [-0.01, 0.01, -0.01], [-0.02, -0.02, -0.06], [0.01, -0.02, 0.01], [0.01, 0.00, 0.01], [0.00, 0.03, 0.00], [0.01, 0.01, 0.00], [0.00, -0.02, -0.01], [-0.02, -0.03, -0.01], [0.04, 0.01, 0.00], [-0.01, -0.01, -0.06], [0.01, -0.01, -0.01], [0.00, 0.00, 0.01], [-0.02, 0.00, 0.01], [0.05, 0.00, 0.01]],
  "lowdin_charge": [1.023, -0.045, -0.026, 0.019, -0.308, -0.027, -0.133, 0.177, -0.252, 0.022, -0.173, 0.096, -0.268, -0.170, -0.040, -0.106, -0.269, 0.009, -0.097, 0.003, -0.055, -0.050, 0.009, -0.090, 0.117, 0.121, 0.124, 0.115, 0.173, 0.132, 0.118, 0.110, 0.111, 0.112, 0.110, 0.122, -0.072, -0.075, -0.118, -0.283, -0.092, -0.067, 0.837, -0.345, -0.058, -0.058, -0.059, -0.022, -0.203, -0.285, -0.103, -0.064, -0.070, -0.068, -0.104, 0.109, 0.107, 0.070, 0.102, 0.110, 0.112, 0.110, 0.111, 0.112, 0.138, 0.103, 0.109, 0.108, 0.109, 0.087],
  "largest_force_ev_per_a": 0.287,
  "homo_energy_ev": [-9.58, -10.86],
  "e_above_lowest_kcal_mol": 63.96,
  "total_charge": 1,
  "multiplicity": 2,
  "s_squared": 0.781,
  "total_energy_ev": -76207.8370
}


(2)
{
  "formula": "C6H10O",
  "method": "wB97M-V/def2-TZVPD",
  "elements": ["C", "C", "C", "C", "C", "C", "O", "H", "H", "H", "H", "H", "H", "H", "H", "H", "H"],
  "xyz": [[0.715715, -2.084332, 0.493041], [0.260647, -0.625371, 0.458869], [1.033087, 0.175664, -0.592738], [0.455987, 1.568578, -0.704963], [-0.796803, 1.808454, -0.325363], [-1.676743, 0.703278, 0.197815], [-1.100871, -0.586845, 0.081307], [1.761295, -2.181880, 0.817825], [0.636676, -2.539492, -0.501163], [0.093018, -2.659610, 1.181876], [0.377885, -0.180720, 1.463422], [0.852132, -0.363003, -1.517676], [2.112148, 0.205546, -0.406910], [1.072466, 2.355490, -1.135125], [-1.230092, 2.804554, -0.390284], [-1.947917, 0.902428, 1.248505], [-2.618630, 0.697261, -0.368439]],
  "forces_ev_per_a": [[-0.11, 0.03, 0.03], [0.74, -0.14, -0.08], [-0.18, 0.28, 0.38], [-0.18, -0.09, -0.06], [0.31, -0.15, -0.03], [-0.12, 0.22, 0.05], [-0.48, -0.01, 0.03], [-0.27, 0.20, -0.05], [-0.07, 0.13, 0.13], [0.03, 0.04, -0.05], [0.01, 0.01, -0.19], [0.25, -0.06, -0.39], [-0.16, -0.06, 0.07], [-0.10, -0.07, 0.13], [0.04, -0.15, 0.02], [0.07, -0.02, -0.07], [0.22, -0.17, 0.09]],
  "lowdin_charge": [-0.041, -0.417, -0.146, -0.090, -0.084, -0.203, -0.111, 0.084, 0.084, 0.079, 0.154, 0.120, 0.119, 0.100, 0.103, 0.123, 0.126],
  "largest_force_ev_per_a": 0.755,
  "homo_energy_ev": -9.31,
  "e_above_lowest_kcal_mol": 7.94,
  "total_charge": 0,
  "smiles": "C[C@H]1CC=CCO1",
  "total_energy_ev": -8430.8962
}